Density functional theory data (ωB97M-V with the def2-TZVPD basis set) for an isolated ion of composition C3H4NO and charge +1 in a non-equilibrium geometry.

CARTESIAN COORDINATES (ANGSTROEM)
1 C 0.85 -0.44 -0.05
2 C -1.40 -0.82 -0.04
3 C 0.92 0.98 0.05
4 N -0.19 -1.10 0.08
5 O 2.04 -0.03 -0.04
6 H -2.07 -0.98 0.81
7 H -1.87 -0.69 -1.01
8 H 0.84 1.61 -0.82
9 H 0.87 1.47 1.01

As for the net charge: +1. For the total energy, the calculation gives -246.275797 Eh. The energy above the lowest of the compared OMol25 structures with the same formula, charge and spin is 73.0 kcal/mol. The strongest force on any atom comes out at 3.433 eV/Å. The structure (SMILES) is C=[N+]=C1CO1. The frontier orbital gap comes out at 10.57 eV.

Density functional theory data (ωB97M-V with the def2-TZVPD basis set) for one molecule with the formula C5H13N2O in a non-equilibrium geometry.

CARTESIAN COORDINATES (ANGSTROEM)
1 C 0.27 -2.67 0.51
2 O 1.57 -3.19 0.31
3 C 0.00 -1.30 -0.12
4 C -0.07 -0.15 0.92
5 C -0.09 1.14 0.12
6 C -1.28 1.72 -0.04
7 N -1.51 2.79 -1.03
8 N 1.10 1.71 -0.25
9 H 0.16 -2.62 1.59
10 H -0.50 -3.37 0.20
11 H 1.78 -3.17 -0.62
12 H 0.82 -1.17 -0.83
13 H -0.96 -1.26 -0.65
14 H 0.75 -0.18 1.64
15 H -1.03 -0.23 1.43
16 H -2.15 1.43 0.51
17 H -1.05 2.56 -1.95
18 H -2.53 2.92 -1.27
19 H -1.26 3.73 -0.63
20 H 1.91 1.12 -0.25
21 H 1.11 2.38 -1.01

The multiplicity is 2. For the total energy, the calculation gives -382.913330 Eh. The energy above the lowest of the compared OMol25 structures with the same formula, charge and spin is 61.9 kcal/mol. The strongest force on any atom comes out at 1.381 eV/Å. The frontier orbital gap (spin up / spin down) comes out at 4.52 / 9.52 eV. The expectation value of S² is 0.751.

Density functional theory data (ωB97M-V with the def2-TZVPD basis set) for C59H73GeN10O4PReSe as an isolated structure in a non-equilibrium geometry.

CARTESIAN COORDINATES (ANGSTROEM)
1 Re 0.34 0.65 0.33
2 Se 2.22 -1.00 3.44
3 N 0.67 -0.41 2.77
4 C -0.14 -0.21 3.82
5 C -1.46 0.31 3.75
6 C -2.15 0.48 4.91
7 C -1.60 0.13 6.18
8 C -0.34 -0.36 6.30
9 C 0.43 -0.53 5.11
10 N 1.68 -0.95 5.09
11 H -1.87 0.58 2.78
12 H -3.15 0.89 4.87
13 H -2.20 0.28 7.07
14 H 0.09 -0.61 7.26
15 C 0.90 5.63 -1.73
16 N 1.22 4.78 -0.58
17 C 2.03 5.24 0.41
18 C 2.33 4.48 1.47
19 C 1.74 3.18 1.55
20 N 0.98 2.70 0.55
21 C 0.73 3.49 -0.56
22 O 0.10 3.06 -1.52
23 N 1.92 2.43 2.63
24 H 0.87 6.67 -1.41
25 H -0.07 5.35 -2.12
26 H 1.64 5.52 -2.52
27 H 2.41 6.24 0.29
28 H 2.96 4.84 2.27
29 H 2.43 2.79 3.42
30 H 1.39 1.57 2.71
31 C -1.20 -2.06 -0.78
32 O -0.07 -1.75 0.07
33 H -1.97 -1.32 -0.62
34 H -1.57 -3.07 -0.58
35 H -0.84 -2.01 -1.80
36 H -0.34 -1.82 1.00
37 C -1.00 -6.64 -2.85
38 C 0.09 -5.94 -3.35
39 C 0.77 -5.05 -2.54
40 C 0.36 -4.88 -1.21
41 C -0.72 -5.61 -0.70
42 C -1.39 -6.49 -1.53
43 Ge 1.48 -3.86 -0.03
44 C 1.14 -4.18 1.85
45 C -0.13 -4.10 2.44
46 C -0.30 -4.50 3.75
47 C 0.77 -4.99 4.48
48 C 2.03 -5.07 3.90
49 C 2.22 -4.66 2.59
50 C 3.35 -3.76 -0.55
51 C 4.04 -4.96 -0.38
52 C 5.40 -5.01 -0.65
53 C 6.06 -3.87 -1.09
54 C 5.36 -2.69 -1.29
55 C 4.00 -2.63 -1.02
56 H -1.54 -7.32 -3.50
57 H 0.40 -6.08 -4.38
58 H 1.62 -4.50 -2.92
59 H -1.01 -5.52 0.33
60 H -2.22 -7.07 -1.13
61 H -0.99 -3.74 1.88
62 H -1.29 -4.45 4.20
63 H 0.63 -5.32 5.50
64 H 2.87 -5.46 4.47
65 H 3.21 -4.71 2.15
66 H 3.53 -5.86 -0.05
67 H 5.94 -5.93 -0.51
68 H 7.12 -3.91 -1.28
69 H 5.87 -1.80 -1.65
70 H 3.45 -1.71 -1.19
71 N -1.47 0.99 0.39
72 P -2.87 1.75 0.17
73 N -3.15 1.83 -1.44
74 C -4.40 2.44 -1.94
75 C -5.01 1.55 -3.01
76 C -4.07 1.51 -4.24
77 C -2.60 1.66 -3.81
78 C -2.37 1.07 -2.43
79 N -4.03 0.94 1.05
80 C -4.08 -0.52 0.91
81 C -5.32 -1.10 1.59
82 C -5.56 -0.43 2.94
83 C -5.79 1.08 2.76
84 C -5.34 1.55 1.37
85 N -3.03 3.29 0.74
86 C -2.93 3.52 2.19
87 C -1.53 4.01 2.55
88 C -1.24 5.36 1.86
89 C -2.24 5.64 0.73
90 C -2.54 4.41 -0.11
91 H -4.19 3.42 -2.37
92 H -5.09 2.58 -1.10
93 H -5.99 1.93 -3.30
94 H -5.16 0.54 -2.61
95 H -4.34 2.31 -4.93
96 H -4.21 0.56 -4.77
97 H -2.32 2.72 -3.79
98 H -1.95 1.16 -4.53
99 H -1.33 1.11 -2.14
100 H -2.69 0.02 -2.45
101 H -3.19 -0.93 1.39
102 H -4.08 -0.81 -0.14
103 H -5.17 -2.18 1.72
104 H -6.20 -0.98 0.96
105 H -4.69 -0.61 3.58
106 H -6.42 -0.89 3.43
107 H -5.25 1.64 3.53
108 H -6.85 1.32 2.86
109 H -5.25 2.63 1.36
110 H -6.08 1.26 0.62
111 H -3.15 2.59 2.70
112 H -3.68 4.25 2.50
113 H -0.83 3.24 2.21
114 H -1.44 4.10 3.63
115 H -0.22 5.36 1.46
116 H -1.29 6.17 2.58
117 H -1.87 6.43 0.08
118 H -3.17 6.01 1.16
119 H -1.65 4.10 -0.66
120 H -3.31 4.67 -0.84
121 C 5.69 -0.46 -4.07
122 O 4.47 -0.07 -3.43
123 C 3.35 -0.78 -3.68
124 C 3.36 -2.03 -4.29
125 C 2.17 -2.68 -4.58
126 C 0.95 -2.10 -4.25
127 C 0.94 -0.87 -3.63
128 C 2.12 -0.20 -3.35
129 N 2.03 1.17 -2.98
130 C 2.92 1.94 -2.40
131 C 3.75 1.63 -1.30
132 C 4.96 2.36 -1.19
133 C 5.86 2.12 -0.20
134 C 5.58 1.12 0.74
135 C 4.38 0.45 0.71
136 C 3.40 0.72 -0.25
137 O 2.20 0.18 -0.07
138 H 6.40 0.34 -3.87
139 H 5.55 -0.56 -5.15
140 H 6.07 -1.39 -3.66
141 H 4.30 -2.47 -4.59
142 H 2.20 -3.63 -5.10
143 H 0.02 -2.59 -4.52
144 H 0.00 -0.37 -3.42
145 H 1.31 1.68 -3.49
146 H 2.97 2.95 -2.80
147 H 5.18 3.09 -1.96
148 H 6.79 2.67 -0.15
149 H 6.31 0.88 1.51
150 H 4.15 -0.31 1.46

The multiplicity is 3. As for the net charge: +3. For the total energy, the calculation gives -8037.745088 Eh. The energy above the lowest of the compared OMol25 structures with the same formula, charge and spin is 12.8 kcal/mol. The strongest force on any atom comes out at 1.439 eV/Å. The frontier orbital gap (spin up / spin down) comes out at 5.56 / 6.40 eV. The expectation value of S² is 2.019.

Density functional theory data (ωB97M-V with the def2-TZVPD basis set) for one molecule with the formula C5H6N4OS in a non-equilibrium geometry.

CARTESIAN COORDINATES (ANGSTROEM)
1 C 2.07 1.49 -0.20
2 C 1.47 0.22 0.01
3 C -0.39 -1.51 -0.04
4 C -2.24 -0.14 0.18
5 C -1.05 0.85 0.01
6 N 2.36 -0.72 0.29
7 N 3.56 -0.44 0.08
8 N -1.69 -1.44 -0.19
9 N 0.14 -0.04 0.28
10 O 0.38 -2.41 -0.12
11 S 3.74 1.23 -0.28
12 H 1.74 2.47 -0.37
13 H -2.66 -0.08 1.17
14 H -2.96 -0.06 -0.54
15 H -1.07 1.24 -1.04
16 H -1.28 1.67 0.77
17 H -2.13 -2.33 0.00

For the total energy, the calculation gives -886.528441 Eh. The energy above the lowest of the compared OMol25 structures with the same formula, charge and spin is 0.0 kcal/mol. The strongest force on any atom comes out at 4.886 eV/Å. The structure (SMILES) is O=C1NCCN1c1csnn1. The frontier orbital gap comes out at 9.02 eV.

Density functional theory data (ωB97M-V with the def2-TZVPD basis set) for a 2-piece molecular cluster, C14H16O2 overall in a non-equilibrium geometry.

CARTESIAN COORDINATES (ANGSTROEM)
1 C 2.74 0.16 3.39
2 C 0.33 2.20 1.25
3 C 1.51 1.82 1.91
4 C -0.84 1.48 1.42
5 C 1.52 0.69 2.70
6 C -0.83 0.31 2.17
7 C 0.31 -0.04 2.85
8 O -2.01 1.84 0.81
9 H 0.20 3.07 0.61
10 H 2.42 2.34 1.66
11 H -1.97 1.92 -0.12
12 H -1.67 -0.38 2.17
13 H 2.85 0.68 4.34
14 H 3.66 0.43 2.85
15 H 0.44 -0.92 3.47
16 H 2.75 -0.92 3.35
17 C 0.59 1.59 -2.13
18 C -1.77 -1.39 -2.04
19 C -0.83 -2.38 -2.09
20 C -1.35 -0.03 -2.09
21 C 0.02 0.18 -2.12
22 C 0.54 -2.16 -2.07
23 C 0.97 -0.84 -2.08
24 O -1.18 -3.71 -1.92
25 H -2.82 -1.58 -1.87
26 H -2.11 0.73 -1.99
27 H 1.21 -3.00 -1.98
28 H -2.10 -3.82 -1.75
29 H 0.03 2.32 -2.72
30 H 1.57 1.55 -2.63
31 H 2.03 -0.64 -2.06
32 H 0.74 2.03 -1.15

For the total energy, the calculation gives -693.528047 Eh. The energy above the lowest of the compared OMol25 structures with the same formula, charge and spin is 17.9 kcal/mol. The strongest force on any atom comes out at 2.667 eV/Å. The structure (SMILES) is Cc1ccc(O)cc1.Cc1ccc(O)cc1. The frontier orbital gap comes out at 9.29 eV.

Density functional theory data (ωB97M-V with the def2-TZVPD basis set) for a 2-piece molecular cluster, C3H5NO overall in a non-equilibrium geometry.

CARTESIAN COORDINATES (ANGSTROEM)
1 C 0.53 2.69 -2.29
2 C -0.21 -1.21 0.54
3 C 0.31 0.19 0.56
4 N -0.23 1.87 -1.92
5 O -0.84 -0.22 -0.22
6 H 1.27 0.48 0.12
7 H 0.13 -2.05 -0.05
8 H -0.57 -1.63 1.50
9 H -0.12 0.81 1.43
10 H -1.15 1.55 -1.67

For the total energy, the calculation gives -247.184934 Eh. The energy above the lowest of the compared OMol25 structures with the same formula, charge and spin is 76.7 kcal/mol. The strongest force on any atom comes out at 2.338 eV/Å. The frontier orbital gap comes out at 11.67 eV.

Density functional theory data (ωB97M-V with the def2-TZVPD basis set) for C15H24IN2O7P2Pd as an isolated structure in a non-equilibrium geometry.

CARTESIAN COORDINATES (ANGSTROEM)
1 C -0.48 0.77 -3.58
2 I 1.88 1.21 -0.01
3 H 0.33 0.97 -4.31
4 H -1.24 1.57 -3.53
5 H -1.04 -0.12 -3.95
6 Pd 0.12 -0.17 -1.71
7 P 0.50 2.65 -1.87
8 C -1.00 3.40 -1.18
9 C 1.84 3.71 -1.10
10 H 1.78 4.74 -1.43
11 H 0.73 4.44 -3.42
12 H 2.80 3.25 -1.40
13 H 1.42 2.92 -4.08
14 H -1.23 2.99 -0.19
15 H 1.70 3.66 0.00
16 C 0.57 3.37 -3.55
17 H -0.79 4.48 -1.13
18 H -0.36 3.19 -4.09
19 H -1.84 3.21 -1.86
20 P 0.61 -2.28 -1.91
21 C -0.88 -3.09 -1.37
22 C 0.90 -2.68 -3.67
23 H 2.86 -2.09 -1.09
24 H 2.32 -3.80 -1.22
25 H 1.76 -2.78 0.15
26 C 2.02 -2.79 -0.92
27 H 1.80 -2.14 -4.02
28 H 1.04 -3.76 -3.77
29 H -0.98 -4.05 -1.87
30 H -1.74 -2.47 -1.63
31 H 0.04 -2.35 -4.27
32 H -0.84 -3.21 -0.28
33 C -1.74 0.04 -0.92
34 O -2.79 0.43 -1.24
35 O -1.55 1.43 1.13
36 C -1.47 0.26 1.39
37 O -1.75 -0.70 0.48
38 C -1.04 -0.29 2.71
39 C -0.15 -1.38 2.76
40 C 0.35 -1.79 4.01
41 C -0.12 -1.22 5.21
42 C -1.05 -0.20 5.11
43 C -1.49 0.32 3.85
44 N -1.61 0.35 6.32
45 O -1.25 -0.06 7.44
46 O -2.46 1.26 6.18
47 N 1.44 -2.73 4.02
48 O 1.86 -3.15 2.91
49 O 1.93 -3.09 5.10
50 H 0.19 -1.85 1.84
51 H 0.24 -1.56 6.19
52 H -2.16 1.17 3.79

The multiplicity is 5. As for the net charge: +3. For the total energy, the calculation gives -2328.924920 Eh. The energy above the lowest of the compared OMol25 structures with the same formula, charge and spin is 10.7 kcal/mol. The strongest force on any atom comes out at 4.225 eV/Å. The frontier orbital gap (spin up / spin down) comes out at 5.72 / 3.96 eV. The expectation value of S² is 6.051.

Density functional theory data (ωB97M-V with the def2-TZVPD basis set) for C2H4ClOPS as an isolated structure in a non-equilibrium geometry.

CARTESIAN COORDINATES (ANGSTROEM)
1 C -0.65 0.49 -1.20
2 C 1.21 -0.43 0.36
3 O -1.42 -1.46 1.05
4 P -0.62 -0.26 0.70
5 S 1.22 0.53 -1.23
6 Cl -0.82 1.26 1.91
7 H -1.12 -0.29 -1.81
8 H -1.01 1.60 -1.29
9 H 1.94 0.09 1.20
10 H 1.27 -1.52 0.31

For the total energy, the calculation gives -1353.594003 Eh. The energy above the lowest of the compared OMol25 structures with the same formula, charge and spin is 10.8 kcal/mol. The strongest force on any atom comes out at 3.296 eV/Å. The frontier orbital gap comes out at 10.08 eV.

Density functional theory data (ωB97M-V with the def2-TZVPD basis set) for a 2-piece molecular cluster, C5H8O2 overall.

CARTESIAN COORDINATES (ANGSTROEM)
1 C -0.12 1.89 0.88
2 C 0.03 0.50 0.31
3 O 1.29 0.23 -0.31
4 C 0.97 -0.46 0.90
5 O 0.97 -2.39 -1.47
6 C -1.14 0.00 -0.41
7 C -2.14 -0.36 -0.98
8 H 0.82 2.19 1.37
9 H -0.93 1.91 1.62
10 H -0.36 2.61 0.09
11 H 1.29 -1.47 -1.43
12 H 0.80 -1.53 0.78
13 H 1.55 -0.15 1.77
14 H 0.03 -2.29 -1.64
15 H -3.02 -0.68 -1.48

For the total energy, the calculation gives -345.690131 Eh. The energy above the lowest of the compared OMol25 structures with the same formula, charge and spin is 72.1 kcal/mol. The strongest force on any atom comes out at 0.525 eV/Å. The structure (SMILES) is C#C[C@@]1(C)CO1.O. The frontier orbital gap comes out at 11.20 eV.

Density functional theory data (ωB97M-V with the def2-TZVPD basis set) for C2H5CdO3 as an isolated structure in a non-equilibrium geometry.

CARTESIAN COORDINATES (ANGSTROEM)
1 H 0.54 -1.14 2.16
2 O 0.53 -1.69 0.21
3 O -0.83 -2.00 0.21
4 C 0.97 -0.94 1.17
5 H 2.06 -0.88 1.17
6 Cd -1.30 -1.13 -1.46
7 O -0.99 0.70 -1.53
8 C -0.39 1.62 -0.75
9 H 0.09 2.44 -1.32
10 H -1.10 2.04 -0.02
11 H 0.40 0.98 0.15

As for the net charge: +1. For the total energy, the calculation gives -472.098263 Eh. The energy above the lowest of the compared OMol25 structures with the same formula, charge and spin is 23.9 kcal/mol. The strongest force on any atom comes out at 3.718 eV/Å. The frontier orbital gap (spin up / spin down) comes out at 7.05 / 7.06 eV.

Density functional theory data (ωB97M-V with the def2-TZVPD basis set) for one molecule with the formula C2H5FO in a non-equilibrium geometry.

CARTESIAN COORDINATES (ANGSTROEM)
1 C 0.51 0.31 0.05
2 C -0.94 0.04 -0.47
3 O -1.40 -1.20 0.16
4 F -1.71 1.07 -0.03
5 H 1.12 1.07 -0.47
6 H 0.45 0.53 1.17
7 H 0.92 -0.72 0.23
8 H -0.91 -0.20 -1.58
9 H -1.35 -0.92 1.04

For the total energy, the calculation gives -254.282329 Eh. The energy above the lowest of the compared OMol25 structures with the same formula, charge and spin is 5.4 kcal/mol. The strongest force on any atom comes out at 3.408 eV/Å. The structure (SMILES) is C[C@@H](O)F. The frontier orbital gap comes out at 12.24 eV.

Density functional theory data (ωB97M-V with the def2-TZVPD basis set) for C31H36BaN4S as an isolated structure in a non-equilibrium geometry.

CARTESIAN COORDINATES (ANGSTROEM)
1 Ba 1.00 0.33 -0.54
2 N 2.37 1.82 1.53
3 N -0.90 2.42 0.37
4 C -1.19 -1.99 -0.60
5 C -1.63 -1.60 0.70
6 C -0.55 -1.76 1.59
7 C -0.52 -1.32 3.00
8 H -1.43 -0.78 3.29
9 H 0.34 -0.65 3.19
10 H -0.40 -2.18 3.68
11 C 0.55 -2.35 0.88
12 C 1.85 -2.60 1.42
13 H 2.33 -3.55 1.15
14 H 1.97 -2.33 2.48
15 H 2.75 -1.51 0.79
16 C 0.16 -2.43 -0.50
17 C 1.08 -2.71 -1.64
18 H 2.10 -2.29 -1.50
19 H 0.69 -2.31 -2.59
20 H 1.21 -3.80 -1.77
21 C -2.94 -1.03 1.09
22 H -3.31 -1.53 2.00
23 H -3.69 -1.13 0.30
24 H -2.84 0.04 1.34
25 C -1.97 -1.93 -1.86
26 H -1.44 -1.39 -2.67
27 H -2.92 -1.41 -1.71
28 H -2.20 -2.95 -2.24
29 C 3.61 2.29 1.80
30 H 4.42 1.57 1.75
31 C 3.80 3.57 2.25
32 H 4.79 3.89 2.54
33 C 2.70 4.44 2.29
34 H 2.85 5.48 2.56
35 C 1.43 3.99 1.98
36 H 0.58 4.66 1.98
37 C 1.19 2.62 1.70
38 C -0.07 2.01 1.44
39 H -0.46 1.14 2.00
40 C -1.34 1.51 -0.61
41 C -1.48 3.69 0.13
42 H -1.33 4.51 0.81
43 C -2.18 3.60 -1.01
44 H -2.75 4.33 -1.55
45 N -2.05 2.28 -1.47
46 C -2.65 1.70 -2.65
47 C -3.89 1.06 -2.54
48 C -4.44 0.40 -3.65
49 H -5.41 -0.09 -3.57
50 C -3.75 0.35 -4.87
51 C -4.36 -0.30 -6.07
52 H -3.87 -1.25 -6.32
53 H -4.27 0.35 -6.96
54 H -5.43 -0.50 -5.90
55 C -2.47 0.91 -4.93
56 H -1.90 0.83 -5.86
57 C -1.90 1.57 -3.83
58 C -0.51 2.10 -3.94
59 H -0.45 3.18 -3.79
60 H -0.13 1.89 -4.95
61 H 0.21 1.61 -3.25
62 C -4.64 1.04 -1.24
63 H -5.35 1.88 -1.16
64 H -3.97 1.09 -0.38
65 H -5.23 0.11 -1.16
66 S 4.75 -1.03 1.85
67 C 3.96 -0.69 3.38
68 C 2.77 -0.03 3.20
69 N 2.37 0.24 1.86
70 C 3.31 -0.46 0.96
71 H 4.44 -0.84 4.35
72 H 2.09 0.33 3.95
73 H 3.55 0.09 0.04

As for the net charge: -2. For the total energy, the calculation gives -1845.211793 Eh. The energy above the lowest of the compared OMol25 structures with the same formula, charge and spin is 0.0 kcal/mol. The strongest force on any atom comes out at 3.345 eV/Å. The frontier orbital gap (spin up / spin down) comes out at 2.03 / 2.04 eV.